18
Properties=species:S:1:pos:R:3:forces:R:3 method="wB97M-V/def2-TZVPD" orbital_gap_ev=10.08 relative_energy_ev=4.035 molar_mass_g_mol=84.2 energy_ev=-6412.9055 smiles=CC1(C)CCC1 max_force_ha_per_bohr=0.0706 homo_ev=-9.09
C -1.23772 -1.13356 0.36253 0.055 -0.090 0.075
C -0.39220 0.05463 -0.07012 0.188 -0.183 0.382
C -1.29060 1.16619 -0.64859 0.212 -0.051 0.221
C 0.75226 0.50447 0.97789 0.509 0.201 1.404
C 1.77182 -0.27299 0.25298 1.289 0.394 0.718
C 0.82008 -0.36471 -1.02366 0.372 0.437 0.182
H -1.80205 -1.55828 -0.47820 0.140 0.096 0.091
H -0.60361 -1.91984 0.78256 -0.092 0.009 -0.027
H -1.95958 -0.83116 1.13004 0.118 -0.044 -0.098
H -1.86395 0.80912 -1.52061 0.271 -0.067 0.280
H -0.70890 2.03422 -0.98232 -0.015 -0.169 0.119
H -2.02232 1.51391 0.09161 0.154 -0.084 -0.053
H 0.87076 1.58613 0.89753 0.188 0.020 -0.688
H 1.39204 0.39127 1.98832 -3.507 -0.116 0.168
H 1.96448 -1.27587 0.63330 -0.740 -0.159 0.157
H 2.62032 0.26582 0.92976 0.534 -0.712 -3.521
H 0.69921 -1.35088 -1.52022 0.318 0.473 0.477
H 0.98997 0.38154 -1.80280 0.006 0.046 0.110



47
Properties=species:S:1:pos:R:3:forces:R:3 method="wB97M-V/def2-TZVPD" charge=+3 orbital_gap_ev=7.62 relative_energy_ev=0.000 molar_mass_g_mol=587.9 energy_ev=-95145.3510 max_force_ha_per_bohr=0.0083 homo_ev=-17.84
Hf -0.07431 0.21628 -0.14133 0.241 0.317 -0.156
C -0.58110 -2.76942 -0.24191 -0.194 -0.080 -0.163
C -1.78230 -2.29528 -1.08567 0.091 0.035 -0.035
C -1.49220 -1.42836 -2.29325 -0.063 -0.005 0.061
C -1.86661 -1.82662 -3.55771 0.023 0.051 -0.084
C -1.66874 -0.97134 -4.63762 -0.003 -0.011 0.019
C -1.09721 0.27846 -4.42976 -0.026 -0.036 -0.082
C -0.73086 0.62635 -3.15416 0.022 0.013 0.132
N -0.91757 -0.20769 -2.09511 -0.131 -0.046 -0.194
N -0.22986 -1.82319 0.87444 -0.015 -0.359 0.124
C 1.09124 -2.19866 1.45074 0.141 -0.021 -0.004
C 2.20290 -1.78727 0.52426 -0.100 0.169 0.039
C 3.45173 -2.36333 0.55696 0.050 -0.081 -0.080
C 4.43456 -1.88513 -0.30200 -0.004 0.008 -0.001
C 4.14106 -0.83048 -1.16000 0.020 -0.019 0.019
C 2.88203 -0.28075 -1.12224 -0.090 0.044 -0.007
N 1.91353 -0.75186 -0.30003 0.132 -0.080 0.158
C -1.27147 -1.88621 1.94023 -0.109 0.104 0.107
C -1.58206 -0.51867 2.48454 0.029 0.039 -0.052
C -2.16109 -0.34472 3.72173 -0.034 0.010 -0.015
C -2.54545 0.93167 4.11481 -0.007 -0.020 0.025
C -2.32946 2.00444 3.25828 -0.006 -0.014 0.028
C -1.71206 1.77275 2.05282 0.012 0.063 -0.023
N -1.33626 0.52988 1.65582 -0.045 -0.105 0.120
H 0.29712 -2.91615 -0.87202 0.029 0.044 0.019
H -0.82422 -3.74025 0.19492 0.054 0.019 0.074
H -2.52192 -1.78089 -0.45946 -0.016 -0.019 0.013
H -2.29748 -3.18463 -1.44468 -0.012 -0.003 0.005
H -2.32679 -2.79414 -3.70511 0.002 -0.004 0.017
H -1.96870 -1.27783 -5.63192 0.003 0.007 -0.001
H -0.94380 0.97013 -5.24609 0.010 0.015 0.015
H -0.28425 1.59068 -2.93976 0.005 -0.001 0.016
H 1.13028 -3.27136 1.65517 -0.046 -0.006 -0.001
H 1.21156 -1.68275 2.40778 -0.036 0.011 0.002
H 3.65792 -3.17907 1.23746 -0.008 -0.009 -0.012
H 5.42091 -2.33135 -0.30026 0.002 0.007 0.003
H 4.88252 -0.43297 -1.83856 -0.001 0.004 0.002
H 2.61633 0.56491 -1.74468 0.023 -0.009 -0.022
H -0.97104 -2.56695 2.73820 0.068 0.001 -0.025
H -2.19089 -2.30096 1.52500 0.013 -0.009 -0.036
H -2.32533 -1.19851 4.36599 -0.010 0.008 0.009
H -3.00906 1.08544 5.08106 0.000 0.005 -0.003
H -2.62058 3.00921 3.53008 0.005 0.004 -0.012
H -1.49277 2.58770 1.37509 0.008 -0.018 -0.017
Se 2.50028 3.89033 1.25049 -0.025 -0.037 -0.017
C 1.49172 2.79661 0.48238 -0.094 0.161 -0.242
N 0.74215 2.01372 -0.10323 0.090 -0.144 0.276



14
Properties=species:S:1:pos:R:3:forces:R:3 method="wB97M-V/def2-TZVPD" orbital_gap_ev="8.32 / 8.32" relative_energy_ev=6.080 molar_mass_g_mol=84.1 energy_ev=-7356.1751 max_force_ha_per_bohr=0.0162 homo_ev="-8.81 / -8.80"
C -0.08789 -1.62886 0.13314 0.153 -0.102 0.034
C -0.09517 -0.21128 -0.42641 -0.548 0.063 0.062
C 0.50757 1.93526 -0.84504 0.613 0.012 -0.189
C -0.87674 0.60585 0.68352 -0.389 -0.403 0.045
O 0.40189 0.89638 1.29839 -0.029 0.236 0.127
C 0.99475 0.81138 -0.01628 0.084 0.267 -0.211
H 0.08436 -1.59019 1.21140 0.097 -0.126 -0.143
H 0.61719 -2.32397 -0.32594 0.047 0.177 -0.065
H -1.10446 -2.01071 -0.03586 0.247 -0.073 0.068
H -0.26843 -0.25939 -1.51157 -0.662 0.317 0.399
H 0.65606 1.65175 -1.90369 0.583 0.090 0.065
H -1.52165 -0.03879 1.27666 0.042 0.059 0.345
H -1.38517 1.55657 0.47889 0.075 -0.418 -0.474
H 2.07771 0.60601 -0.01722 -0.312 -0.100 -0.061